No. 1
Entry from OMol25: a molecular structure, C34H51F6GaN15O3 (ωB97M-V/def2-TZVPD).

As for the LUMO energy: 1.1 eV. As for the molecular weight: 901.6 g/mol. As for the HOMO energy: -4.2 eV. As for the spin multiplicity: 1. As for the net charge: -1.

XYZ file:
```
110
Properties=species:S:1:pos:R:3:forces:R:3
C -0.341221 2.966875 7.946589 0.5 -1.0 0.5
F -0.597656 1.227055 0.318284 -1.4 2.5 -3.3
H 2.322421 -1.709448 -3.529432 -0.1 -0.1 0.1
C -4.052417 -0.356471 -3.754347 -0.1 -0.6 -0.2
Ga -2.632260 -0.600628 -2.214959 -0.6 -1.1 -1.0
H -3.215287 3.554473 4.200241 0.0 -0.2 0.0
H 2.896996 -3.188723 -2.722049 -0.3 0.1 0.0
H 1.515472 2.283470 -5.969011 -0.1 -0.1 -0.1
N 0.472941 5.964177 -4.069474 8.8 -1.5 4.9
C -6.480352 0.287574 2.366791 -0.1 -1.0 -0.8
C -6.690248 -0.918959 1.466422 -1.3 -6.5 -5.0
H -2.761613 -1.546354 0.069841 -1.1 0.8 -0.9
H -4.637333 2.892895 5.042960 0.2 -0.1 0.0
H -3.581361 -0.717217 -4.782937 -1.1 0.6 2.2
C 8.058532 -4.473407 -2.103059 0.6 0.5 0.9
C -4.628975 -3.301693 0.266500 0.9 -0.3 -0.6
O -0.714939 1.370441 -3.301157 -3.5 -1.3 7.2
H 0.455299 -7.111020 -4.573433 -0.1 0.0 -0.2
H -5.434066 -4.133028 -0.010222 1.5 2.0 0.6
F -0.105430 2.996947 -1.223447 -2.8 -1.6 1.8
C 0.533200 -0.448725 4.782800 -5.7 1.6 -5.7
H -0.411814 -6.086835 -5.743656 0.1 -0.2 0.0
N -0.222854 -3.833408 -3.646135 8.5 4.6 2.9
H -2.122779 -1.011930 4.172593 -0.4 -0.3 0.0
N -2.115412 0.894352 5.848558 -6.1 6.6 -4.8
F -1.271467 4.682097 0.882109 -3.5 -1.3 -2.6
C 0.413505 -6.793158 -5.618923 -0.2 -1.0 -0.7
H 2.929986 6.118658 -1.846394 -0.1 0.0 -0.2
H 2.076062 2.747511 -0.583168 0.2 0.0 0.1
H -1.421610 2.820837 7.862727 0.2 -0.2 0.0
N 9.338241 -3.278774 0.057774 -4.7 -4.3 -7.8
H 8.051434 -5.559754 -1.978031 0.1 0.2 0.1
H 8.582209 -4.225080 -3.030258 0.0 0.0 0.2
N -3.444870 -3.718410 2.783362 1.7 7.7 6.6
C 5.091957 -1.200397 4.618222 -4.1 4.2 5.9
H -1.628773 5.929404 -2.753938 -1.0 -1.5 0.2
H 1.351548 -6.294095 -5.877061 -0.2 -0.1 0.0
N -0.345224 -0.184248 3.917625 7.5 -2.0 6.7
H -4.816820 -2.871052 1.359398 0.4 -1.1 -3.0
C 1.592016 -0.767609 5.825711 -1.2 0.4 -0.9
H -4.488955 1.413349 -4.893041 -0.3 -0.5 1.4
H 2.766915 2.984122 1.040715 0.1 0.0 -0.2
H 1.874686 -1.821814 5.759743 -0.1 0.2 -0.1
C 5.840887 -1.958373 3.534237 -0.6 0.6 0.9
C 0.315769 1.694290 8.455838 3.5 -7.0 2.8
H -5.563647 -1.678515 -1.142550 2.2 -0.7 0.6
H 2.656558 4.356364 -0.088377 0.1 -0.2 0.0
N 5.366494 2.672522 -0.996034 -9.1 2.2 3.5
C 2.061885 -2.488041 -2.807113 -1.2 -0.7 -0.4
H -3.886142 -0.804669 4.305998 0.1 -0.2 -0.1
C 4.220310 2.948461 -0.548571 7.5 -1.8 -2.9
O -2.094732 5.053120 -2.551132 -0.3 1.0 4.3
N -0.186790 0.923724 -8.470293 4.9 1.2 8.7
H -3.019029 -1.828854 5.476220 0.0 0.0 -0.2
C -2.729563 5.262070 -1.235483 -4.1 6.2 -2.0
H 2.478650 -0.149967 5.657686 -0.5 -0.2 0.0
C 1.565580 5.760032 -3.474018 -7.3 1.4 -3.9
C -3.270719 -2.717526 3.530362 -1.1 -6.6 -4.7
H -0.145838 3.790170 8.639293 0.1 -0.2 0.0
H 5.144129 -2.281002 2.755735 0.0 0.1 0.2
H -6.438558 -0.030287 3.412281 0.0 -0.1 -0.2
C -3.761434 2.638009 4.439914 0.7 -0.8 0.6
H -3.584495 -3.879289 0.248933 -2.2 1.3 0.2
H 2.006377 0.572390 -6.006658 -0.2 0.1 -0.2
F -3.581714 2.590902 -1.383480 3.3 0.5 3.6
H 6.327721 -2.838534 3.963353 -0.1 0.2 0.0
N -6.864397 -1.919843 0.719423 0.6 8.4 6.3
C -2.553069 2.700280 -0.291428 -1.6 -0.8 0.5
C 8.757979 -3.820495 -0.921990 3.8 3.5 6.4
C 2.838655 3.281091 -0.009283 1.1 -0.3 -0.4
C -3.060823 -1.510992 4.430730 -0.3 -1.2 -0.9
H 1.201832 -0.565425 6.826962 -0.1 0.0 -0.2
C 0.203609 -7.999692 -6.519292 -1.1 -6.6 -4.9
H 7.027307 -4.115972 -2.169690 0.2 0.0 0.1
N 4.634705 -1.929304 -1.544855 7.8 4.9 4.6
H -4.098202 -2.637708 -1.875362 -1.2 0.5 1.8
C 5.579226 -1.315888 -0.977664 -6.1 -4.0 -3.7
N -3.482421 -1.043008 -0.527749 -0.4 -1.5 0.9
C 2.882668 5.514048 -2.756233 -1.1 0.1 -0.7
H -5.542308 0.786637 2.108653 -0.1 -0.2 -0.2
C -2.464906 4.289301 0.098407 -1.6 0.9 1.4
F -3.071380 1.969148 0.900511 1.6 2.3 -3.8
N 0.860758 0.638519 8.878260 -4.4 8.5 -3.3
C -4.507885 -2.124643 -0.883868 0.3 -1.0 -0.5
C -1.157460 2.032385 -0.829794 2.0 -1.0 -0.1
H 6.931254 0.354077 -0.827021 -0.2 -0.1 0.0
H 3.718314 5.784523 -3.407514 -0.2 0.0 0.0
C 6.717785 -0.576550 -0.293920 -0.8 -0.6 -0.6
C 1.153842 1.255276 -6.056420 -0.6 -0.2 -1.1
H 2.968713 4.457728 -2.486760 -0.1 0.2 -0.2
H 1.884937 -2.024761 -1.832594 -0.1 -0.1 -0.2
N 0.029459 -9.000576 -7.266291 1.4 8.0 6.0
N -4.428503 1.103202 -3.895579 -0.9 0.1 -0.4
C 0.421061 1.074038 -7.375749 -4.0 -1.0 -7.2
H 0.060584 3.226039 6.963220 0.0 -0.2 0.2
H 6.601813 -1.313468 3.086252 -0.1 0.0 0.2
O -3.613543 6.294869 -1.160798 6.1 -7.1 0.3
H -4.093686 2.167902 3.510285 0.2 0.0 0.1
H -1.756240 -1.904427 -2.648576 0.1 0.5 0.2
C 0.813107 -3.223345 -3.265725 -6.9 -4.1 -2.6
H 7.616922 -1.198754 -0.289584 -0.2 0.0 0.0
H 0.478627 1.043156 -5.222801 -0.1 0.1 -0.1
H -5.310180 1.337468 -3.372381 1.3 -0.4 -1.1
C -1.382169 1.044521 -2.160706 3.2 1.8 -5.1
N 4.470648 -0.571521 5.517440 5.6 -5.1 -7.3
H 6.442774 -0.340794 0.737784 -0.1 0.0 -0.2
C -2.861789 1.684989 5.209874 4.9 -5.1 4.3
H -7.305671 0.993898 2.242058 0.1 -0.2 -0.1
H -4.973332 -1.045373 -3.437186 1.8 1.4 -1.1
F -3.649996 4.560449 0.995982 3.7 -0.8 -2.6
```
Forces are in eV/Å.


No. 2
Entry from OMol25: 17 unconnected molecules or ions with the total composition C34H51N17 (ωB97M-V/def2-TZVPD).

As for the LUMO energy: -0.6 eV. As for the molecular weight: 697.9 g/mol. As for the HOMO energy: -11.0 eV. The calculation puts the energy above the lowest of the compared OMol25 structures with the same formula, charge and spin at 53.6 kcal/mol. As for the spin multiplicity: 1. As for the net charge: 0.

XYZ file:
```
102
Properties=species:S:1:pos:R:3:forces:R:3
H -5.857997 -1.478885 2.460427 0.2 -0.3 -0.4
N -2.270937 -3.550295 -2.894923 -2.9 0.8 1.4
H -5.109207 -0.321105 1.295277 0.1 0.5 0.8
N 1.249413 5.061255 0.839347 0.7 -1.0 -0.3
N -3.905717 3.501275 4.040027 1.2 -0.3 -0.7
C 2.790703 -1.071135 -3.223033 -0.6 -0.1 0.1
H -3.643107 2.116535 6.466957 -0.5 0.3 -0.4
H 2.929793 -0.812815 -4.272813 0.2 0.4 0.2
H -5.336707 -3.690155 -2.157993 -0.1 0.3 0.1
H 1.730823 2.658765 -2.004263 -0.3 0.3 0.0
N 1.159293 -3.322885 0.068667 -0.5 -0.9 -0.9
C -0.389997 0.106845 -0.875473 0.6 -0.2 -0.3
C 0.092593 7.246695 1.678117 1.2 -0.7 -0.2
C 0.244883 -5.131085 -1.654313 -0.2 0.7 0.4
C -6.758437 -1.193185 0.531187 -0.6 -0.8 -0.1
H -1.558207 0.635315 3.632627 -0.2 -0.2 -0.2
N 1.301433 0.947185 -6.304803 0.1 -1.6 0.4
C -1.242907 -2.550035 -5.600253 0.8 0.6 0.2
N 4.195913 2.345205 -1.801743 0.3 1.4 -0.3
H 3.452883 5.468095 -1.732513 -0.1 -0.2 -0.1
C -3.002657 3.386315 3.320867 -1.0 1.1 0.1
N 3.573173 -3.087785 4.352977 -0.7 2.1 -1.4
C 1.439893 2.926855 -3.019933 0.2 -0.4 -0.6
H 0.181963 -4.556315 -2.578323 0.5 -0.6 -0.3
H -0.100067 -5.438745 2.331717 0.1 -0.1 0.1
C 4.241633 4.962965 -2.290023 0.3 -1.4 -0.2
C 0.035953 2.655705 -3.309493 -2.2 0.0 -0.3
H 1.337143 4.028845 -5.901093 -0.8 0.2 0.0
H -1.271607 4.217815 2.272397 -0.6 0.3 -0.1
H -1.353127 -0.938475 2.807427 0.3 0.3 -0.1
C -3.996397 1.086835 6.521637 0.2 0.8 0.1
H 0.817223 -6.058705 -1.660413 0.5 0.5 -0.3
C -2.068267 -3.637875 -6.003243 -0.2 -0.8 -0.3
H -4.765217 1.056055 7.293687 0.4 -0.3 0.2
H -2.237447 2.902605 1.414137 0.3 0.2 0.2
C -3.327537 -3.282945 -2.451423 4.0 -1.3 -1.7
C -6.039277 -0.705925 1.713597 -0.5 -0.3 -0.5
H 3.537683 -0.669185 -2.538523 0.5 -0.4 -0.4
H 2.057983 2.319875 -3.681483 -0.1 -0.3 0.0
C 3.284683 -2.068865 3.854447 1.2 -2.8 2.5
H -4.465807 -2.820095 -0.838833 -0.4 0.1 0.0
H 4.346063 -4.572735 1.584557 0.0 0.1 0.1
N -7.314637 -1.623305 -0.383823 0.4 0.4 0.4
H -0.782697 -5.471785 -1.527443 -0.1 0.5 0.8
H 3.967423 1.463205 1.132837 0.0 0.2 -0.7
H 0.636653 7.398085 2.610407 -0.7 0.7 0.4
H -2.661617 -0.758265 3.876657 0.1 0.1 0.7
C 2.982373 -0.771955 3.313857 -0.2 -0.8 -0.8
N 7.094683 -3.526415 0.480207 -0.9 0.0 0.0
H 0.399043 0.846495 -1.011273 -0.3 0.4 0.5
C -1.625757 -0.447135 3.741437 0.5 -0.1 -0.4
H 2.011543 3.768865 -7.429643 0.1 -0.3 -0.2
H -1.138467 -4.099695 2.683137 0.3 0.4 0.3
N -2.726737 -4.542405 -6.242383 -0.3 -0.3 -0.3
H 3.633403 -0.729665 2.440667 0.0 0.7 -0.1
H 4.061163 2.796585 2.161917 -0.4 0.3 0.3
H -1.198777 2.640865 2.862667 0.2 -0.4 -0.6
N -2.254127 0.711655 0.874767 2.7 -1.1 -3.0
H 1.881423 -0.596785 -2.853813 -0.3 -0.2 -0.3
N 0.086133 -1.230655 5.567787 -0.5 0.5 -0.8
H 1.959953 -0.909585 2.961997 -0.1 0.8 0.0
H -0.373477 -2.939235 -5.070433 -0.2 0.0 0.3
C 1.222593 2.054605 -6.541993 -0.2 1.5 -0.4
C 0.766803 -4.131765 -0.665903 -0.4 -0.1 0.5
C -0.405037 -4.767725 3.134717 0.6 -0.3 -0.7
C 2.626823 -2.530125 -3.199553 0.0 -1.8 0.4
N 1.167243 1.714735 2.295127 -7.1 -2.1 2.9
H 0.367033 8.023825 0.964767 -0.1 0.1 0.1
C 2.138853 1.983345 1.868087 6.3 2.3 -2.5
H 0.497543 -4.337225 3.568437 -0.1 0.7 -0.5
H -1.865487 -1.951175 -4.935533 0.5 0.4 -0.1
H -0.779577 -0.045565 -1.882003 -0.2 -0.4 0.2
H 5.192963 5.459945 -2.100043 0.0 -0.3 0.2
H 0.282013 3.747005 -7.429893 -0.2 0.1 0.6
H 3.349933 3.115585 0.581817 0.0 -0.4 0.0
C -4.604647 -2.919885 -1.915343 0.1 0.2 0.0
H -0.815017 -2.005925 -6.442253 -0.5 0.2 0.0
C 0.754633 6.006215 1.237187 -1.3 1.0 -0.3
N -1.472197 -6.068665 5.134737 2.0 2.1 -3.6
C -1.431877 0.456145 0.061647 -2.9 1.4 2.9
C -0.652837 -0.857615 4.759557 -0.1 -0.7 0.8
H -3.055457 0.587125 6.751957 -0.4 -0.8 0.1
N 2.490943 -3.687555 -3.204733 0.3 2.2 -0.1
H -4.818897 -1.962175 -2.389673 -0.6 0.0 0.3
C -1.884667 3.320535 2.356997 0.0 -0.6 1.2
H 3.978443 -4.194565 -0.098783 0.0 0.4 0.0
C -4.596067 0.671835 5.263637 -0.9 -0.9 -3.0
H 4.085753 4.969115 -3.368803 -0.2 0.5 0.0
H 3.136553 0.051365 4.011337 -0.2 -0.2 -0.1
C 4.275283 3.484755 -1.997683 0.0 0.0 0.5
C -0.972827 -5.512735 4.209407 -2.9 -2.7 4.4
H 1.710053 3.948875 -3.285633 -0.3 0.1 0.4
H 4.091493 -2.872685 1.176327 -0.3 -0.2 -0.3
H -0.992727 7.162795 1.734187 0.2 -0.1 0.3
C 3.427833 2.377445 1.380047 1.1 -0.1 0.1
H 0.101573 -0.763905 -0.441593 0.0 -0.4 -0.4
N -1.095937 2.480495 -3.533983 2.3 0.2 0.4
N -5.051707 0.343415 4.229917 1.3 0.9 3.2
C 5.950953 -3.639695 0.592217 -0.4 -0.3 0.0
C 4.468553 -3.824285 0.801657 1.6 0.0 0.2
H -6.677017 -0.019695 2.270817 0.4 0.5 -0.4
C 1.150163 3.483115 -6.825933 1.0 0.0 -0.3
```
Forces are in eV/Å.


No. 3
Entry from OMol25: a molecular structure, C34H52AsBrN9O4Tl (ωB97M-V/def2-TZVPD).

As for the LUMO energy: 0.2 eV. As for the molecular weight: 1010.1 g/mol. As for the HOMO energy: -7.5 eV. As for the spin multiplicity: 1. As for the net charge: 0.

XYZ file:
```
102
Properties=species:S:1:pos:R:3:forces:R:3
N 1.153498 -2.060345 0.431713 0.0 0.0 -0.1
C -4.258840 -1.255112 4.903120 0.0 0.0 -0.1
H 2.454717 -3.148059 -3.252840 0.0 0.0 0.0
H 0.703372 -3.650355 -7.517107 0.0 0.0 0.0
C -3.377757 3.247987 -0.259593 0.0 0.0 0.0
H -2.496191 -2.381243 -0.577290 0.0 0.0 0.0
H 3.497985 -2.925146 -5.210093 0.0 0.0 0.0
C 3.565818 -3.472223 0.557324 0.0 0.0 0.0
C -3.555954 0.604236 3.501783 0.0 0.0 0.0
H 6.355865 -5.194309 -0.578735 0.0 0.0 0.0
H 5.647803 -2.830902 2.195965 0.0 0.0 0.0
Tl -0.585724 0.213922 0.328122 0.0 0.2 0.0
C 3.165644 1.086894 2.064526 0.0 0.0 -0.3
H -3.111009 0.872226 2.546689 0.0 0.0 0.0
H 1.785473 1.065481 -2.715550 0.0 0.0 0.0
H -5.347601 -1.184682 4.851584 0.0 0.0 0.0
H 0.069276 -4.296789 -5.997109 0.0 0.0 0.0
C 2.917454 -3.237107 -0.650852 0.1 0.0 0.0
H 6.909245 -3.716403 1.327367 0.0 0.0 0.0
H -3.912005 -0.608983 5.715796 0.0 0.0 0.0
As -0.107287 2.648079 -2.822291 0.0 0.0 0.0
C -2.315473 5.369498 -0.339496 0.0 0.0 0.0
C 1.411744 -2.598744 -5.762520 0.0 0.0 0.0
N -3.646284 -0.842980 3.645178 0.0 -0.1 0.0
C -3.250632 4.483127 -0.862616 0.0 0.0 0.0
H -3.426675 -1.788980 0.649214 0.0 0.0 0.0
H -4.078803 2.521919 -0.652666 0.0 0.0 0.0
C 1.540011 -2.580167 -3.206797 0.0 0.0 0.0
C 0.333681 -3.379325 -6.526278 0.0 0.0 0.0
H 6.073468 -2.358722 0.555269 0.0 0.0 0.0
H -2.685686 6.750567 -1.606617 0.0 0.0 0.0
H -4.798118 -2.834967 2.858607 0.0 0.0 0.0
H -4.564328 1.017396 3.552739 0.0 0.0 0.0
H -4.018974 -4.222826 2.090348 0.0 0.0 0.0
C 4.765469 -5.396220 1.597033 0.0 0.0 0.0
O -1.499959 -0.980745 2.884731 0.2 -0.1 0.0
C 1.725077 -2.524689 -0.679039 -0.1 0.1 -0.1
H 2.994586 -3.708770 -6.705208 0.0 0.0 0.0
C -2.539872 -1.548200 3.185651 -0.1 0.1 -0.1
H 0.771168 0.762043 -4.161728 0.1 0.1 0.0
H -2.948180 1.054468 4.293347 0.0 0.0 0.0
N -2.711679 -2.899185 3.016866 0.0 -0.1 0.1
H 0.855871 -0.672623 -6.634037 0.0 0.0 0.0
H 4.699019 -5.414970 -1.143040 0.0 0.0 0.0
N 3.422236 0.136888 2.663581 -0.1 0.0 0.0
H 5.717588 -5.926266 1.666581 0.0 0.0 0.0
H -0.849294 -1.164133 -5.113966 0.0 0.0 0.0
O -1.212160 1.829512 -1.902231 0.0 -0.1 0.0
C 0.885346 -2.231733 -4.378701 0.0 0.0 0.0
H 2.500305 -0.726506 -5.990760 0.0 0.0 0.0
N -0.088357 -1.478076 -1.868471 0.0 0.1 -0.1
H -0.706185 -3.087237 2.505082 0.0 0.0 0.0
C 3.256071 3.541128 1.934352 0.0 -0.2 -0.1
C -0.286128 -1.486845 -4.247864 0.0 -0.1 0.0
C 5.945297 -3.214571 1.220136 0.0 0.0 0.0
H -3.989058 -2.276218 5.154482 0.0 0.0 0.0
C 1.260346 1.521980 -3.553878 0.0 0.0 0.0
H -1.421155 2.633516 -4.965028 0.0 0.0 0.0
H 2.117035 -1.538181 -7.516604 0.0 0.0 0.0
H 3.416156 -3.064467 2.675766 0.0 0.0 0.0
H -0.796549 5.639848 1.161676 0.0 0.0 0.0
H 3.357212 -3.591034 -1.569295 0.0 0.0 0.0
Br -0.702227 3.125714 2.697865 0.0 0.1 0.1
H -0.288002 4.009615 -4.950539 0.0 0.0 0.0
C 2.958207 -2.971268 1.700852 0.0 0.1 0.0
C 4.905695 -4.193475 0.654208 0.0 0.0 0.0
C -3.998608 -3.562995 2.961152 0.1 0.0 0.0
H -3.850522 4.743374 -1.726237 0.0 0.0 0.0
O -2.085233 6.597608 -0.867931 0.0 0.0 -0.1
N -2.671218 2.861382 0.802671 -0.1 0.0 0.0
N 3.545790 4.542384 2.423559 0.0 0.0 0.0
H -1.597256 -0.503541 -2.858793 0.0 0.0 0.0
H 1.293116 3.812801 -1.110049 0.0 0.0 0.0
O 1.975494 1.270906 -0.417906 0.0 0.0 0.1
H 5.538749 -3.875338 -1.410364 0.0 0.0 0.0
C -1.551687 4.986592 0.750460 0.0 0.0 0.1
H 1.356689 4.657767 -2.683860 0.0 0.0 0.0
C -0.988271 3.424261 -4.354884 0.0 0.0 0.0
H 1.946425 2.109544 -4.163575 0.0 0.0 0.0
H 1.302223 -1.840189 2.465336 0.0 0.0 0.0
H 4.011044 -6.094303 1.228287 0.0 0.0 0.0
N -2.942417 -1.551800 -0.207526 0.0 0.1 0.0
C -1.555490 -3.724571 2.726882 0.0 0.0 0.0
H 4.479628 -5.087588 2.602662 0.0 0.0 0.0
H -3.619921 -1.214284 -0.878400 0.0 0.0 0.0
H 2.500705 -4.389512 -5.155631 0.0 0.0 0.0
H -0.574954 -2.791130 -6.657725 0.0 0.0 0.0
C 0.709749 4.150352 -1.968443 0.0 0.0 0.1
C 2.897670 2.288255 1.330288 0.2 0.3 0.4
C -1.789425 3.723309 1.264581 0.1 -0.1 -0.1
H -0.091497 4.817367 -1.654026 0.1 0.0 0.0
C -0.720619 -1.129952 -2.987130 -0.1 -0.1 0.0
C 5.393766 -4.695148 -0.704222 0.0 0.0 0.0
H -1.784922 4.069659 -3.986897 0.0 0.0 0.0
C 1.769116 -2.274769 1.587687 0.0 0.0 0.0
H -1.310250 -4.378315 3.568476 0.0 0.0 0.0
C 1.738915 -1.303106 -6.519745 0.0 0.0 0.0
H -1.762307 -4.350212 1.855520 0.0 0.0 0.0
N 2.342236 2.350662 0.135510 -0.1 -0.2 0.0
C 1.030937 -2.190435 -1.968009 0.0 0.0 0.1
H -4.190607 -4.176017 3.846857 0.0 0.0 0.0
C 2.675252 -3.455474 -5.693210 0.0 0.0 0.0
```
Forces are in eV/Å.